DFT (wB97M-V/def2-TZVPD) results for a cluster of 2 separate species, C4H8BN in total at a distorted geometry.

## Properties
**Frontier orbital gap**: 9.69 eV
**Relative energy (zero: lowest compared OMol25 entry of this formula, charge and spin)**: 2.667 eV
**LUMO**: 0.83 eV
**Max |F|**: 3.43 eV/A

CARTESIAN COORDINATES (ANGSTROEM)
N -0.818 -2.362 1.293
C 0.673 0.844 -1.209
C -0.260 0.620 -0.166
C -1.527 0.221 -0.294
C 1.903 1.245 -0.985
B -0.041 -1.770 2.054
H 0.200 0.902 0.789
H -2.255 0.082 0.444
H -1.854 0.047 -1.373
H 2.601 1.493 -1.796
H -1.441 -2.527 0.546
H 0.355 0.680 -2.291
H 0.267 -1.204 2.973
H 2.199 1.728 0.016

---

DFT (wB97M-V/def2-TZVPD) results for a cluster of 2 separate species, C7H11BrN3 in total at a distorted geometry.

## Properties
**Frontier orbital gap (spin up / spin down)**: 7.94 / 7.94 eV
**Relative energy (zero: lowest compared OMol25 entry of this formula, charge and spin)**: 1.922 eV
**Charge**: +1
**LUMO (spin up / spin down)**: -4.94 / -4.94 eV
**Max |F|**: 4.86 eV/A

CARTESIAN COORDINATES (ANGSTROEM)
Br -4.752 0.100 0.469
N -1.282 -0.541 -1.483
N 0.493 2.334 -0.210
N -2.034 0.691 0.191
C -3.066 -0.025 -0.291
C 2.023 -2.042 0.098
C 2.197 -0.725 0.793
C 1.340 0.191 1.244
C 0.227 1.122 -0.604
C -0.960 0.378 -0.612
C -2.522 -0.817 -1.278
H 2.803 -2.299 -0.482
H -3.111 -1.609 -1.840
H 2.288 -2.786 0.927
H 0.246 -0.052 1.147
H -1.955 1.555 0.786
H 1.418 2.713 -0.262
H 1.536 1.038 1.897
H 0.903 0.759 -1.341
H -0.104 2.739 0.379
H 1.036 -2.232 -0.323
H 3.275 -0.493 0.795

---

DFT (wB97M-V/def2-TZVPD) results for a cluster of 2 separate species, C4H3NO2 in total at a distorted geometry.

## Properties
**Frontier orbital gap**: 9.91 eV
**Relative energy (zero: lowest compared OMol25 entry of this formula, charge and spin)**: 1.847 eV
**LUMO**: 0.84 eV
**Max |F|**: 5.36 eV/A

CARTESIAN COORDINATES (ANGSTROEM)
O 1.913 3.025 -1.777
O -1.031 3.000 -3.449
N 0.378 1.444 -1.094
C 1.189 2.246 -1.408
C -0.188 0.460 -0.422
C -1.517 2.067 -3.006
C 0.379 -0.220 0.676
H -1.298 0.378 -0.692
H -0.111 -1.042 1.148
H 1.327 0.028 1.195

---

DFT (wB97M-V/def2-TZVPD) results for a structure of composition C2H3FLaLiO at a distorted geometry.

## Properties
**Frontier orbital gap (spin up / spin down)**: 8.23 / 6.05 eV
**Relative energy (zero: lowest compared OMol25 entry of this formula, charge and spin)**: 0.000 eV
**Charge**: +2
**LUMO (spin up / spin down)**: -8.99 / -9.10 eV
**Max |F|**: 3.91 eV/A

CARTESIAN COORDINATES (ANGSTROEM)
La -0.141 -2.139 -2.850
F -0.811 -0.077 2.050
O -0.297 -0.474 -1.068
C -0.257 0.744 1.000
C 0.514 -0.129 0.062
Li -1.553 0.889 -0.666
H 0.263 1.807 1.195
H 0.877 -1.057 0.553
H 1.404 0.434 -0.277

---

DFT (wB97M-V/def2-TZVPD) results for a cluster of 3 separate species, C8H23BFIO4PS2 in total at a distorted geometry.

## Properties
**Frontier orbital gap**: 7.68 eV
**Charge**: -1
**LUMO**: 2.66 eV
**Max |F|**: 2.26 eV/A

CARTESIAN COORDINATES (ANGSTROEM)
I 2.639 -1.879 0.778
S 1.399 -3.982 -1.578
S 3.173 -1.442 -4.371
P 3.668 -2.008 -2.543
F 1.769 -4.418 -3.034
O 2.059 -4.921 -0.766
O -1.494 0.711 -0.970
O 0.568 1.883 2.049
O -0.012 -3.957 -1.547
C -1.776 -0.624 -1.371
C -1.353 1.513 3.548
C -2.188 1.732 -1.651
C 2.326 1.491 3.728
C -1.470 -0.921 -2.826
C 1.429 2.478 2.997
C -0.364 0.937 2.545
C -3.702 1.659 -1.518
B 2.152 -2.236 -1.347
H 1.328 -1.446 -1.681
H -1.900 1.757 -2.709
H -0.900 0.581 1.665
H -4.108 0.750 -1.965
H 4.350 -3.233 -2.594
H 0.863 3.086 3.714
H 1.753 0.786 4.332
H -1.899 2.349 3.107
H -2.070 0.745 3.842
H -2.815 -0.880 -1.130
H -1.143 -1.250 -0.742
H -0.863 1.873 4.454
H 2.916 0.915 3.014
H -4.163 2.511 -2.022
H 3.003 2.026 4.396
H -1.661 -1.974 -3.034
H -2.073 -0.319 -3.510
H 4.600 -1.155 -1.933
H -1.830 2.662 -1.205
H -0.421 -0.714 -3.041
H 2.047 3.167 2.420
H -3.994 1.676 -0.467
H 0.156 0.071 2.968

---

DFT (wB97M-V/def2-TZVPD) results for a structure of composition C41H41IrN6P2Te.

## Properties
**Frontier orbital gap (spin up / spin down)**: 7.40 / 6.32 eV
**Relative energy (zero: lowest compared OMol25 entry of this formula, charge and spin)**: 0.000 eV
**Spin multiplicity**: 5
**Charge**: +2
**LUMO (spin up / spin down)**: -4.92 / -7.48 eV
**Max |F|**: 0.27 eV/A

CARTESIAN COORDINATES (ANGSTROEM)
Ir -0.569 0.553 -0.891
Te 2.629 -2.243 1.741
P 0.368 0.356 1.297
P 1.368 -0.806 -1.063
N -3.651 -2.494 -1.691
N -4.799 -0.570 -0.777
N -2.453 -0.390 -1.413
N -4.180 -0.614 -3.117
N -0.752 2.493 -1.795
N 2.254 -0.440 6.256
C -0.970 5.035 -2.868
C 0.349 -4.726 -1.612
C -0.159 2.796 -2.960
C 1.538 -0.876 0.724
C -1.817 -1.160 5.022
C -0.479 -0.194 2.788
C 3.013 1.242 -1.925
C -2.381 -1.895 -1.376
C 1.164 -2.461 -1.765
C 0.443 3.023 2.011
C -0.246 4.053 -3.525
C 1.212 1.919 1.630
C 0.625 -4.919 -2.958
C 3.174 3.315 1.585
C 1.431 -2.657 -3.121
C 5.299 0.968 -2.608
C 2.922 0.225 5.317
C -2.913 -0.009 -2.800
C 2.411 4.402 1.985
C -0.382 0.481 4.002
C 1.718 -1.610 5.928
C -3.534 0.033 -0.449
C -1.912 -1.840 3.813
C -1.451 3.449 -1.158
C 4.211 1.792 -2.356
C -4.658 -2.029 -0.732
C 3.067 -0.233 4.013
C 1.044 4.255 2.199
C 2.474 -1.441 3.681
C 1.162 -3.882 -3.712
C -1.053 -0.005 5.115
C 3.997 -0.959 -1.994
C 2.576 2.074 1.406
C 1.796 -2.159 4.652
C -5.181 -0.176 -2.138
C -1.247 -1.355 2.699
C -4.052 -2.073 -3.039
C -1.587 4.724 -1.664
C 0.610 -3.499 -1.018
C 5.192 -0.406 -2.425
C 2.898 -0.135 -1.748
H 1.380 -4.030 -4.761
H -1.315 -1.891 1.757
H 0.388 1.995 -3.441
H -5.009 -2.529 -3.287
H -3.306 -2.411 -3.760
H -6.141 -0.627 -2.384
H -5.285 0.909 -2.186
H -2.146 -0.337 -3.504
H 2.171 1.889 -1.704
H -3.217 -0.261 0.554
H -1.054 6.029 -3.287
H 6.232 1.395 -2.949
H -4.367 -2.332 0.275
H 0.425 -5.876 -3.420
H 0.248 4.248 -4.466
H 6.041 -1.046 -2.621
H -0.624 2.912 2.182
H -2.162 5.458 -1.118
H 2.878 5.367 2.133
H -5.616 -2.488 -0.969
H 0.364 -3.356 0.028
H -2.505 -2.742 3.742
H -0.967 0.515 6.060
H 3.920 -2.032 -1.863
H -1.899 3.167 -0.213
H 3.367 1.167 5.614
H -2.065 -2.185 -0.372
H 0.451 5.103 2.517
H -3.616 1.121 -0.498
H 4.237 3.427 1.415
H 0.222 1.374 4.089
H 4.296 2.862 -2.495
H 1.323 -3.110 4.445
H -1.622 -2.207 -2.094
H -2.997 1.079 -2.836
H 1.857 -1.859 -3.718
H 3.638 0.344 3.300
H -2.339 -1.533 5.893
H 3.173 1.230 1.081
H -0.072 -5.530 -1.022
H 1.193 -2.141 6.714